Entry from OMol25: C6H11BrClN2O2 as an isolated structure (ωB97M-V/def2-TZVPD).

As for the electronic energy: -96028.24269 eV. The charge is +1.

Geometry (Å):
C  -0.763  -0.111  0.841
C  0.777  0.191  0.518
C  -1.722  0.147  -0.324
C  1.653  -0.378  1.496
C  0.950  1.725  0.342
C  -2.689  -0.967  -0.607
N  0.904  -0.356  -0.788
N  2.051  -0.562  -1.286
O  -0.312  -0.370  -1.422
O  2.168  -0.725  -2.552
Cl  -2.282  1.676  -0.840
Br  -1.344  0.911  2.447
H  -0.950  -1.166  1.146
H  1.348  -0.579  2.530
H  2.554  0.314  1.594
H  1.981  -1.314  1.058
H  1.961  1.844  -0.140
H  0.987  2.373  1.226
H  0.203  2.083  -0.431
H  -3.305  -0.984  0.352
H  -2.222  -1.915  -0.638
H  -3.327  -0.895  -1.426
H  1.380  -0.941  -3.095

Entry from OMol25: a 2-piece molecular cluster, C6H11BrN5 overall (ωB97M-V/def2-TZVPD).

As for the electronic energy: -83881.43857 eV. The charge is +1.

Geometry (Å):
C  1.300  -0.247  0.786
C  2.351  -1.044  0.471
C  1.622  -1.707  2.402
C  0.276  1.428  -0.626
C  1.691  -2.471  3.702
C  0.105  -0.159  -2.646
N  2.552  -1.866  1.488
N  0.132  2.613  -0.109
N  0.797  -0.694  1.985
N  0.014  1.151  -1.895
N  -0.685  2.041  -2.692
Br  3.428  -1.138  -1.104
H  0.655  -2.376  4.144
H  2.070  -3.554  3.441
H  2.322  -2.125  4.565
H  -0.872  -0.632  -2.795
H  0.517  0.064  -3.624
H  0.745  -0.808  -2.204
H  0.147  2.733  0.845
H  -0.117  -0.221  2.330
H  -0.491  1.964  -3.762
H  -0.226  3.481  -0.492
H  -1.753  1.897  -2.645

Entry from OMol25: one molecule with the formula C6H11Cl (ωB97M-V/def2-TZVPD).

As for the electronic energy: -18920.30376 eV.

Geometry (Å):
C  1.308  0.709  -0.381
C  -0.047  0.160  0.254
C  -0.085  0.537  1.765
C  -1.302  0.763  -0.351
C  0.039  -1.301  0.076
C  0.127  -1.703  -1.420
Cl  0.269  -3.284  -2.037
H  1.623  1.635  0.083
H  1.320  0.931  -1.423
H  2.050  -0.189  -0.207
H  -0.160  1.582  1.618
H  -0.998  0.291  2.277
H  0.805  0.266  2.310
H  -1.588  1.810  0.038
H  -1.305  0.579  -1.429
H  -2.194  0.222  0.115
H  0.080  -2.100  0.875
H  0.059  -0.908  -2.162

Entry from OMol25: one molecule with the formula C6H11Cl2N3O2 (ωB97M-V/def2-TZVPD).

As for the electronic energy: -40007.58751 eV.

Geometry (Å):
C  1.804  -4.343  1.525
N  1.447  -3.666  0.317
C  0.827  -2.494  0.419
O  0.737  -1.886  1.472
O  0.398  -2.007  -0.784
N  0.170  -0.688  -1.091
C  -0.013  0.196  -0.224
C  -0.002  1.673  -0.739
Cl  1.713  2.189  -0.606
Cl  -0.291  1.684  -2.628
N  -0.891  2.520  -0.095
C  -0.761  3.943  -0.564
C  -2.227  2.047  -0.167
H  2.848  -4.567  1.497
H  1.548  -3.717  2.318
H  1.271  -5.310  1.575
H  1.689  -4.043  -0.510
H  0.076  0.170  0.889
H  -0.961  4.019  -1.706
H  -1.569  4.486  0.142
H  0.298  4.086  -0.501
H  -2.950  2.865  -0.066
H  -2.614  1.537  -1.084
H  -2.547  1.304  0.612

Entry from OMol25: an isolated ion of composition C6H11ClF2N4O and charge +2 (ωB97M-V/def2-TZVPD).

As for the electronic energy: -32346.64237 eV. The charge is +2.

Geometry (Å):
C  -2.409  -2.172  0.967
C  -1.306  -1.374  0.411
N  -1.403  -0.119  0.229
C  -0.324  0.789  -0.156
C  -0.720  1.502  -1.501
N  -0.033  1.699  0.911
N  0.909  -0.068  -0.448
O  2.030  0.496  -1.003
C  2.840  1.230  -0.154
F  3.143  0.575  0.966
F  2.219  2.355  0.201
C  0.996  -1.357  -0.270
Cl  2.435  -2.218  -0.567
N  -0.069  -1.996  0.220
H  -2.157  -3.024  1.608
H  -2.927  -2.578  0.076
H  -3.118  -1.574  1.489
H  -2.101  0.530  0.713
H  -1.822  1.713  -1.595
H  -0.390  0.823  -2.300
H  -0.118  2.354  -1.756
H  0.233  1.493  1.835
H  0.324  2.611  0.649
H  3.816  1.329  -0.655
H  -0.049  -3.019  0.129

Entry from OMol25: one molecule with the formula C6H11ClN2 (ωB97M-V/def2-TZVPD).

As for the electronic energy: -21899.01008 eV.

Geometry (Å):
C  -0.585  -0.171  1.086
C  -1.526  -0.867  0.343
C  0.397  -0.231  -1.572
C  -0.431  -0.133  2.587
C  0.771  -1.548  -1.066
C  0.718  2.149  -1.214
N  0.125  0.797  0.513
N  0.258  0.823  -0.775
Cl  -2.518  -2.078  1.091
H  -1.866  -0.636  -0.673
H  0.509  0.032  -2.620
H  -1.111  -0.787  3.056
H  -0.617  0.986  2.994
H  0.563  -0.344  2.882
H  1.750  -1.971  -1.613
H  -0.067  -2.316  -1.162
H  0.995  -1.514  0.057
H  0.292  2.540  -2.161
H  0.502  2.924  -0.404
H  1.842  2.347  -1.349

Entry from OMol25: an isolated ion of composition C6H11ClN3 and charge +1 (ωB97M-V/def2-TZVPD).

The spin multiplicity is 3. As for the electronic energy: -23383.63940 eV. The charge is +1.

Geometry (Å):
C  0.272  0.822  0.542
C  -0.416  -0.015  -1.966
C  -0.494  -0.263  0.393
C  0.889  1.520  -0.616
C  -0.326  -2.436  1.590
C  -1.062  -1.095  1.492
N  -0.795  -0.697  -0.911
N  0.310  1.069  -1.860
N  0.884  2.899  -0.538
Cl  2.695  0.809  -0.714
H  0.519  1.195  1.521
H  -0.730  -0.344  -2.949
H  -0.434  -3.025  0.682
H  -0.730  -3.013  2.416
H  0.733  -2.273  1.772
H  -0.963  -0.560  2.435
H  -2.124  -1.272  1.311
H  -1.355  -1.536  -1.007
H  0.591  1.577  -2.690
H  1.141  3.265  0.368
H  1.395  3.375  -1.270

Entry from OMol25: one molecule with the formula C6H11ClS2 (ωB97M-V/def2-TZVPD).

As for the electronic energy: -40589.05034 eV.

Geometry (Å):
C  2.068  0.684  -2.381
C  0.947  1.062  -1.471
C  1.072  -1.491  -0.319
C  0.442  -2.217  -1.246
C  -2.213  0.193  3.432
C  -2.223  0.977  2.215
H  3.036  0.547  -1.775
H  2.186  1.533  -3.166
H  1.796  -0.264  -2.945
H  -0.009  1.009  -1.962
H  1.043  2.138  -1.201
H  1.930  -2.069  0.124
H  0.685  -3.214  -1.518
H  -3.264  -0.217  3.553
H  -1.689  0.736  4.425
H  -1.497  -0.817  3.122
H  -3.222  1.478  2.225
S  0.876  0.217  0.117
S  -1.177  1.269  1.045
Cl  -0.786  -1.554  -2.275

Ordered largest force on an atom results: 5.163; 3.862; 8.220; 3.671; 3.087; 3.380; 8.485; 5.025; unit eV/A.